No. 1
Molecular formula: C27H52BFO17
Method: DFT, the ωB97M-V functional and the def2-TZVPD basis

## Properties
E_LUMO   0.18 eV
Energy   -2463.807501 Eh
Total charge   0
SMILES string   CCOCCOCCOC[C@@](CCF)(OC(=O)CCCOC(C)=O)B(O)CC.COC(=O)OC.COC(=O)OC.COC(=O)OC
M   678.51 g/mol

Each line ends with the Mulliken charge.
Cartesian coordinates (Å):
1 C -1.49130 0.06209 6.24499  -0.93
2 C -1.77623 -1.26203 5.56212  0.03
3 O -2.99763 -1.31275 4.83885  -0.46
4 C -3.23821 -0.24671 3.95584  -1.01
5 C -2.18746 -0.04392 2.86605  0.17
6 O -1.67232 -1.30200 2.47029  -0.09
7 C -0.61040 -1.20370 1.53202  0.00
8 C 0.75874 -1.27400 2.16487  -1.00
9 O 1.10581 0.01308 2.63943  0.37
10 C 2.45383 0.11305 3.03017  -1.62
11 C 2.92192 1.55953 3.10618  1.69
12 C 4.30656 1.57128 3.82050  -1.46
13 C 5.46967 1.32697 2.87468  -0.27
14 F 6.60407 1.04027 3.64838  -0.35
15 O 3.20848 2.08618 1.77836  -0.31
16 C 2.28129 2.84011 1.12459  0.13
17 O 2.43839 4.03586 1.03785  -0.59
18 C 1.12236 2.13852 0.45699  0.22
19 C 0.70690 2.85079 -0.83386  -0.60
20 C -0.73349 2.52278 -1.25119  -0.41
21 O -0.87605 2.35493 -2.66106  -0.40
22 C -0.31526 1.26301 -3.23451  0.71
23 C -0.64486 -0.09107 -2.67389  -1.04
24 O 0.38410 1.39309 -4.21343  -0.53
25 B 2.02611 2.49811 4.03903  0.00
26 O 1.10481 1.85594 4.82728  -0.44
27 C 2.19618 4.05923 4.16241  -0.47
28 C 0.85169 4.75637 3.84761  -1.10
29 H -1.24931 0.85060 5.53412  0.09
30 H -2.31423 0.36582 6.89093  0.34
31 H -0.60240 -0.07086 6.86668  0.43
32 H -0.94842 -1.56748 4.91538  -0.06
33 H -1.87489 -2.03004 6.33176  0.40
34 H -4.18420 -0.48731 3.46667  0.48
35 H -3.39903 0.70099 4.48426  0.43
36 H -2.70316 0.41855 2.01058  0.24
37 H -1.38530 0.64688 3.14746  -0.11
38 H -0.74577 -2.01701 0.81666  0.59
39 H -0.67060 -0.24354 1.00841  -0.39
40 H 1.48111 -1.57811 1.39333  0.59
41 H 0.78807 -2.02131 2.96482  0.29
42 H 2.61767 -0.36827 3.99962  0.18
43 H 3.09439 -0.40209 2.29886  0.53
44 H 4.33009 0.82324 4.61146  0.48
45 H 4.45355 2.54464 4.29624  0.37
46 H 5.69998 2.20661 2.27993  0.28
47 H 5.29884 0.47669 2.21464  0.26
48 H 0.28939 2.14697 1.16938  0.08
49 H 1.35414 1.09115 0.26265  0.17
50 H 0.79542 3.92634 -0.70172  0.40
51 H 1.40023 2.58800 -1.63505  0.40
52 H -1.37832 3.35897 -0.98743  0.36
53 H -1.11832 1.65455 -0.70638  0.07
54 H 0.28168 -0.55951 -2.33888  0.24
55 H -1.33921 -0.07731 -1.83751  0.30
56 H -1.06824 -0.70644 -3.46380  0.40
57 H 0.95172 2.34899 5.64181  0.24
58 H 2.45866 4.31968 5.19407  0.56
59 H 2.95303 4.45191 3.48512  0.34
60 H 0.84026 5.78215 4.21420  0.36
61 H 0.00852 4.24108 4.31381  0.22
62 H 0.66201 4.78478 2.77500  0.24
63 C -3.33239 -3.86773 1.76376  -0.45
64 O -4.10790 -3.86246 0.55787  -0.30
65 C -3.96212 -4.94777 -0.19679  0.76
66 O -3.25183 -5.88756 0.04604  -0.55
67 O -4.73302 -4.81202 -1.27505  -0.33
68 C -4.66832 -5.91233 -2.18718  -0.61
69 H -3.53768 -2.93294 2.26836  0.01
70 H -3.62091 -4.70138 2.40143  0.40
71 H -2.27116 -3.92652 1.53356  0.22
72 H -4.99985 -6.82999 -1.70552  0.30
73 H -3.65722 -6.03827 -2.56874  0.29
74 H -5.33583 -5.66630 -3.00711  0.21
75 C -1.89461 -9.21853 -6.62658  -0.62
76 O -1.04117 -8.09967 -6.88100  -0.32
77 C -1.51637 -6.93786 -6.43992  0.82
78 O -2.56377 -6.77492 -5.87149  -0.54
79 O -0.63372 -5.98672 -6.73595  -0.31
80 C -1.01926 -4.67558 -6.31630  -0.62
81 H -1.38286 -10.08352 -7.03686  0.22
82 H -2.04452 -9.35091 -5.55701  0.29
83 H -2.85502 -9.08836 -7.12115  0.29
84 H -1.13735 -4.63865 -5.23501  0.28
85 H -1.94660 -4.37517 -6.79979  0.30
86 H -0.21361 -4.01515 -6.62175  0.22
87 C 1.58154 3.89369 -5.83668  -0.35
88 O 1.58232 5.32276 -5.97247  -0.34
89 C 2.29154 5.95557 -5.04645  0.83
90 O 2.90348 5.44343 -4.14595  -0.56
91 O 2.21191 7.26728 -5.28053  -0.34
92 C 2.93602 8.07147 -4.34824  -0.62
93 H 0.96512 3.51211 -6.64453  0.24
94 H 2.59334 3.50352 -5.92997  0.29
95 H 1.15322 3.59448 -4.88638  0.08
96 H 3.99721 7.83192 -4.37661  0.29
97 H 2.55393 7.92901 -3.33921  0.29
98 H 2.78241 9.10078 -4.65842  0.21



No. 2
Molecular formula: C27H52GdP2Si
Method: DFT, the ωB97M-V functional and the def2-TZVPD basis

## Properties
E_LUMO (spin up / spin down)   -2.63 / -4.29 eV
Energy   -2797.330415 Eh
Total charge   +1
Energy above the lowest of the compared OMol25 structures with the same formula, charge and spin   82.8 kcal per mole
Multiplicity   8
M   624.00 g/mol

Each line ends with the Mulliken charge.
Cartesian coordinates (Å):
1 Gd 2.10717 0.02217 -1.56325  -0.41
2 C -0.38577 -0.82992 1.20016  0.16
3 C 0.22799 -1.58756 0.16179  1.11
4 C 1.69967 -1.46756 1.93077  0.56
5 C 0.53564 -0.73796 2.26933  1.03
6 C 1.55526 -1.95208 0.59895  0.21
7 C -1.77203 -0.31190 1.25188  -1.39
8 H -2.19365 -0.15983 0.24937  0.01
9 H -1.80356 0.64005 1.80347  0.41
10 H -2.45789 -0.98616 1.79762  0.40
11 C 0.28754 -0.02943 3.54311  -2.15
12 H -0.72200 -0.24256 3.91275  0.52
13 H 0.35079 1.06227 3.42190  0.31
14 H 0.99682 -0.32297 4.32447  0.32
15 C 2.80335 -1.82407 2.85210  -1.93
16 H 2.88548 -1.11713 3.68368  0.38
17 H 3.77827 -1.87006 2.35143  0.40
18 H 2.64458 -2.81613 3.30223  0.42
19 C 2.42275 -2.98928 -0.04516  -0.83
20 H 3.36023 -3.13487 0.51858  0.40
21 H 2.70639 -2.78994 -1.10412  0.06
22 H 1.86300 -3.94263 -0.04056  0.39
23 C -0.44288 -2.11987 -1.05531  -1.18
24 H 0.13149 -2.91751 -1.55106  0.37
25 H -0.69290 -1.36193 -1.82069  -0.13
26 H -1.39963 -2.58638 -0.77585  0.44
27 C -2.77825 3.10838 -1.81315  -0.80
28 C -3.87329 2.35963 -1.64446  -0.49
29 C -4.10963 1.11078 -2.40513  -0.42
30 C -3.97860 1.33362 -3.95550  -0.92
31 C -2.79469 0.62589 -4.51534  -0.73
32 C -1.75288 0.30338 -3.72891  -0.31
33 C -1.16292 1.23128 -2.67052  2.32
34 C -1.64524 2.73678 -2.71524  -1.05
35 H -5.10101 0.69621 -2.18200  0.53
36 H -3.90677 2.41296 -4.15939  0.33
37 H -3.37625 0.37580 -2.05854  -0.04
38 H -1.85330 2.97792 -3.76673  0.45
39 H -2.66092 4.03240 -1.24416  0.41
40 H -4.64529 2.61421 -0.91848  0.47
41 H -0.78850 3.36946 -2.44315  0.56
42 H -1.30624 0.82831 -1.65126  -0.34
43 H -1.26818 -0.67993 -3.82952  0.20
44 H -0.05820 1.26769 -2.82189  -1.00
45 H -4.90018 0.96752 -4.43277  0.44
46 H -2.83004 0.33928 -5.56924  0.49
47 P 0.59030 1.78471 -5.71796  0.79
48 C 0.98460 3.20822 -6.87904  -1.20
49 C -0.13460 0.75292 -7.09055  -1.36
50 P 2.84634 0.01854 -4.12704  1.24
51 C 2.26593 1.03930 -5.60511  -1.61
52 C 2.15475 -1.70285 -4.19570  -1.17
53 C 4.46825 -0.36270 -4.88701  -1.28
54 H 2.01295 3.56982 -6.74624  0.39
55 H 0.28252 4.02129 -6.65156  0.32
56 H 0.83189 2.94208 -7.93572  0.34
57 H 0.17386 1.12397 -8.07775  0.47
58 H -1.22707 0.83522 -7.03035  0.31
59 H 0.16120 -0.29633 -6.98791  0.30
60 H 4.37997 -0.16843 -5.96353  0.41
61 H 4.72917 -1.41546 -4.73875  0.42
62 H 5.24356 0.28068 -4.45805  0.35
63 H 2.97267 1.89221 -5.62893  0.46
64 H 2.44912 0.41541 -6.49506  0.53
65 H 2.99273 -2.40760 -4.29686  0.40
66 H 1.52855 -1.78352 -5.08864  0.32
67 H 1.54581 -2.00155 -3.31743  0.22
68 C 3.79495 3.56416 0.21532  -1.12
69 Si 2.84238 1.98547 0.52577  0.31
70 C 3.94727 0.54780 -0.03837  -0.93
71 C 2.84572 1.83174 2.39167  -0.68
72 C 1.24186 1.82264 -0.43711  -0.67
73 H 4.71648 3.53422 0.81786  0.29
74 H 3.24589 4.46872 0.51532  0.32
75 H 4.10025 3.66952 -0.83486  0.31
76 H 4.58584 0.44081 0.84044  0.44
77 H 3.63481 -0.53625 -0.14254  0.24
78 H 4.57954 0.81847 -0.89673  0.59
79 H 2.13388 2.47979 2.91300  0.34
80 H 2.66061 0.79942 2.70538  -0.05
81 H 3.85019 2.08891 2.76026  0.38
82 H 1.04015 2.74554 -1.01540  0.36
83 H 0.37244 1.77492 0.24144  0.25



No. 3
Molecular formula: C27H53Br2NO8
Method: DFT, the ωB97M-V functional and the def2-TZVPD basis

## Properties
E_LUMO   0.56 eV
Energy   -6865.061074 Eh
Total charge   0
SMILES string   C=CC[C@]1(COCC)NC(=O)[C@@H]([C@@H](Br)[C@@H](C)Br)[C@H]1CC.COCCOCCOC.COCCOCCOC
M   679.53 g/mol

Each line ends with the Mulliken charge.
Cartesian coordinates (Å):
1 C 2.61166 1.61600 7.46199  -0.85
2 C 1.91916 1.52481 6.30547  -0.38
3 C 1.86296 2.68103 5.34390  -0.41
4 C 2.74322 2.40788 4.10171  1.74
5 C 1.88645 1.56365 3.13292  -2.07
6 O 0.58058 2.03780 2.86295  -0.44
7 C 0.45788 2.84539 1.69244  -0.27
8 C 0.42579 4.32749 2.11274  -0.94
9 N 3.90160 1.49415 4.39010  -0.18
10 C 5.09416 2.21120 4.48615  -0.55
11 O 6.19824 1.74659 4.44799  -0.64
12 C 4.60729 3.64391 4.71887  -0.27
13 C 5.61458 4.77430 4.97695  -0.65
14 Br 7.28551 4.72299 3.97994  -0.09
15 C 5.05530 6.21788 5.01795  -0.19
16 C 5.00674 7.00916 3.71779  -1.36
17 Br 3.28807 6.29195 5.84140  -0.14
18 C 3.53570 3.65562 3.59875  0.78
19 C 3.97028 3.36327 2.14606  -0.82
20 C 5.07521 4.19893 1.49735  -1.46
21 H 2.46437 2.50498 8.07287  0.32
22 H 3.35179 0.88711 7.77419  0.28
23 H 1.37736 0.61508 6.04920  0.39
24 H 0.85339 2.95232 5.03240  0.34
25 H 2.25410 3.53966 5.89288  0.04
26 H 1.73844 0.61096 3.65241  0.52
27 H 2.38907 1.30921 2.19647  0.50
28 H 1.22045 2.64265 0.93910  0.35
29 H -0.51459 2.62517 1.25060  0.37
30 H 1.39201 4.82167 2.03847  0.08
31 H -0.34958 4.86230 1.56623  0.46
32 H 0.12366 4.34496 3.16049  0.24
33 H 3.99330 0.73164 3.72951  0.37
34 H 4.16601 3.50901 5.71038  0.52
35 H 5.95442 4.60810 5.99794  0.64
36 H 5.70595 6.75419 5.70511  0.55
37 H 4.88108 8.06317 3.97216  0.43
38 H 4.12424 6.74435 3.13598  0.27
39 H 5.91972 6.91950 3.13738  0.37
40 H 2.96418 4.58177 3.54786  0.72
41 H 4.24259 2.31499 2.01548  0.24
42 H 3.07693 3.49850 1.53574  0.23
43 H 5.06979 5.24816 1.77340  0.13
44 H 4.92699 4.16286 0.41414  0.50
45 H 6.05013 3.75012 1.66204  0.31
46 C -1.50520 -0.60901 1.30217  -0.68
47 O -1.32499 -0.79637 -0.08448  -0.21
48 C -1.38769 -2.15665 -0.47592  -0.82
49 C -1.95913 -2.30164 -1.86799  -0.12
50 O -3.36538 -2.11055 -1.93994  -0.42
51 C -3.84819 -0.78050 -1.81952  -0.32
52 C -3.57148 0.09755 -3.01888  -0.56
53 O -2.22095 0.52711 -3.04245  -0.21
54 C -1.75725 0.79869 -4.34470  -0.75
55 H -0.67091 -1.04144 1.86608  0.34
56 H -1.53780 0.46206 1.48985  0.07
57 H -2.45013 -1.05098 1.63845  0.39
58 H -2.00279 -2.73105 0.22609  0.38
59 H -0.36789 -2.56563 -0.46945  0.40
60 H -1.79599 -3.33642 -2.18110  0.33
61 H -1.43419 -1.66435 -2.58213  0.14
62 H -3.49721 -0.31037 -0.89959  0.11
63 H -4.93264 -0.88545 -1.74009  0.40
64 H -4.21755 0.98450 -2.96414  0.39
65 H -3.81058 -0.45874 -3.93338  0.30
66 H -1.88605 -0.07148 -4.99943  0.29
67 H -0.69519 1.02615 -4.27458  0.22
68 H -2.27726 1.65875 -4.78254  0.33
69 C -1.50039 -4.70238 -5.46213  -0.69
70 O -2.66635 -5.37369 -5.04787  -0.28
71 C -3.74222 -4.49062 -4.75978  -0.13
72 C -5.07213 -5.12544 -5.09134  -0.50
73 O -5.36590 -5.18469 -6.47852  -0.46
74 C -4.67212 -6.13830 -7.26574  -0.35
75 C -5.09752 -7.57061 -7.03537  -0.56
76 O -4.55272 -8.07836 -5.83010  -0.26
77 C -5.33785 -9.10009 -5.26173  -0.78
78 H -1.07970 -4.09282 -4.65298  0.17
79 H -0.77066 -5.45723 -5.75016  0.26
80 H -1.69961 -4.06114 -6.32920  0.37
81 H -3.63775 -3.55794 -5.32684  0.33
82 H -3.71061 -4.25731 -3.68818  0.17
83 H -5.84888 -4.48577 -4.66596  0.39
84 H -5.16490 -6.10626 -4.62097  0.17
85 H -3.59044 -6.03194 -7.16162  0.13
86 H -4.92969 -5.88727 -8.29729  0.40
87 H -4.73276 -8.18658 -7.86915  0.40
88 H -6.19264 -7.62050 -7.01067  0.35
89 H -6.36674 -8.76076 -5.09375  0.34
90 H -4.89601 -9.35775 -4.30108  0.23
91 H -5.35218 -9.99314 -5.89773  0.32